Run P
The following is a DFT calculation (ωB97M-V with the def2-TZVPD basis set) of 2 unconnected molecules or ions with the total composition C3H11NOS2.

Geometry as ORCA input:
```
! wB97M-V def2-TZVPD RIJCOSX def2/J DEFGRID3
* xyz 0 1
S -1.90 0.55 -0.09
S 0.07 0.43 0.45
C 0.36 -1.37 0.05
C 1.82 -1.69 -0.38
C 2.06 -1.08 -1.73
N 3.23 -1.66 -2.33
H -2.44 0.86 1.11
H -0.01 -1.95 0.93
H -0.34 -1.61 -0.78
H 2.48 -1.37 0.45
H 1.89 -2.77 -0.44
H 1.22 -1.15 -2.42
H 2.13 0.03 -1.59
H 4.00 -1.79 -1.68
H 3.58 -1.19 -3.16
H -3.85 2.80 2.53
H -2.54 2.56 3.33
O -3.15 3.22 3.03
*
```

Calculated values
- M: 141.26 g mol⁻¹
- SMILES: NCCCSS.O
- HOMO level: -0.3181 hartree
- Lowest unoccupied orbital energy: 0.4 eV
- Orbital gap: 0.3315 hartree

Run Q
The following is a DFT calculation (ωB97M-V with the def2-TZVPD basis set) of 2 unconnected molecules or ions with the total composition C3H11NOS2.

Geometry as ORCA input:
```
! wB97M-V def2-TZVPD RIJCOSX def2/J DEFGRID3
* xyz 0 1
N -0.54 -0.59 0.40
C 0.66 -1.34 0.59
C 0.64 -2.23 1.80
C 1.86 -0.40 0.71
S 2.41 0.86 -0.59
S 0.88 2.36 -0.58
H -0.75 -0.32 -0.51
H -1.11 -0.52 1.32
H 0.70 -2.12 -0.15
H 0.50 -1.57 2.63
H -0.26 -2.84 1.83
H 1.53 -2.79 2.04
H 1.60 0.32 1.52
H 2.59 -1.18 0.98
H 0.00 1.72 0.28
H -3.01 3.34 -3.56
H -3.82 3.85 -4.84
O -3.90 3.45 -3.85
*
```

Calculated values
- M: 141.26 g mol⁻¹
- SMILES: C[C@@H](N)CSS.O
- HOMO level: -0.2973 hartree
- Lowest unoccupied orbital energy: 0.3 eV
- Orbital gap: 0.3093 hartree

We find run P to be the most stable, with the next structure 0.0523 hartree higher.